Entry 1:
ORCA calculation (ωB97M-V/def2-TZVPD) on a single C4H7NO2 molecule.

CARTESIAN COORDINATES (ANGSTROEM)
O  0.5908  0.8573  1.6799
C  0.7310  -0.1132  0.6557
C  -0.4811  -1.0595  0.6354
O  -1.5239  -0.7230  -0.2926
C  -1.3019  0.2427  -1.2070
N  -0.2489  0.8969  -1.4408
C  0.9629  0.5376  -0.7107
H  -0.1284  1.4476  1.4217
H  1.6128  -0.6970  0.9483
H  -0.1797  -2.0829  0.3954
H  -0.9321  -1.0128  1.6208
H  -2.2115  0.3957  -1.7899
H  1.5466  -0.1312  -1.3558
H  1.5636  1.4417  -0.5605

Summary:
**Charge**: 0
**Total energy**: -9845.70026 eV
**Largest force on an atom**: 0.46 eV/A
**Structure (SMILES)**: O[C@@H]1CN=COC1
**Relative energy (zero: lowest compared OMol25 entry of this formula, charge and spin)**: 152.4 kJ/mol

---

Entry 2:
ORCA calculation (ωB97M-V/def2-TZVPD) on a molecular structure, C4H7NO2.

CARTESIAN COORDINATES (ANGSTROEM)
C  -0.9611  0.0535  0.8236
C  0.9924  0.1821  0.5079
C  0.0287  -1.1600  -1.0695
C  1.1916  -0.4959  -0.6772
O  -1.3569  1.3145  0.3741
O  -0.7200  -0.8317  -2.1382
N  1.5194  1.1279  1.1511
H  -0.7067  1.9597  0.6927
H  -0.5262  0.0859  -2.3929
H  1.2654  1.1663  2.1390
H  -1.7296  -0.6555  0.5237
H  -0.8796  -0.0305  1.9126
H  -0.2691  -2.1168  -0.6691
H  2.1516  -0.5996  -1.1777

Summary:
**Charge**: 0
**Total energy**: -9841.36740 eV
**Largest force on an atom**: 2.14 eV/A
**Relative energy (zero: lowest compared OMol25 entry of this formula, charge and spin)**: 570.4 kJ/mol